No. 1
Density functional theory data (the ωB97M-V functional and the def2-TZVPD basis) for a structure of composition C28H31N6O2PdSSe2.

The geometry in XYZ format:
```
71
C28H31N6O2PdSSe2, DFT the ωB97M-V functional and the def2-TZVPD basis
Pd 0.346 -0.001 -0.267
O 0.054 1.612 5.773
C -0.432 0.473 5.083
C 0.384 0.270 3.791
C 1.817 -0.001 4.257
O 2.766 -0.121 3.209
C 0.196 1.543 2.959
Se 1.078 1.699 1.243
C -0.314 -0.880 3.067
Se 0.546 -1.614 1.491
H -0.431 1.713 6.596
H -1.485 0.609 4.810
H -0.354 -0.430 5.699
H 1.791 -0.920 4.859
H 2.092 0.822 4.921
H 3.636 -0.121 3.620
H 0.585 2.408 3.503
H -0.868 1.708 2.787
H -1.310 -0.563 2.758
H -0.434 -1.746 3.724
C -1.185 -5.333 -2.364
C -0.638 -4.704 -3.480
C -0.352 -3.353 -3.450
C -0.611 -2.638 -2.282
C -1.164 -3.251 -1.166
C -1.454 -4.608 -1.213
N -0.326 -1.242 -2.168
N -0.284 -0.636 -3.244
C -0.038 0.760 -3.165
C -0.069 1.449 -4.363
C 0.133 2.821 -4.335
C 0.350 3.435 -3.115
C 0.365 2.662 -1.963
N 0.179 1.348 -1.988
H -1.405 -6.392 -2.399
H -0.436 -5.275 -4.377
H 0.077 -2.852 -4.306
H -1.387 -2.661 -0.288
H -1.893 -5.093 -0.352
H -0.257 0.904 -5.276
H 0.114 3.396 -5.251
H 0.504 4.502 -3.040
H 0.520 3.108 -0.988
C 5.508 1.891 -3.049
C 5.392 1.571 -1.557
C 4.366 0.518 -1.294
N 3.127 0.759 -1.075
N 2.376 -0.379 -0.913
C 3.065 -1.485 -1.042
N 2.553 -2.723 -0.968
S 4.739 -1.188 -1.341
H 6.296 2.623 -3.221
H 4.570 2.299 -3.425
H 5.748 0.997 -3.628
H 5.090 2.456 -0.998
H 6.356 1.247 -1.163
H 1.565 -2.866 -0.832
H 3.140 -3.532 -1.053
C -1.451 0.393 0.300
C -2.591 0.646 0.605
C -3.949 0.939 0.973
C -4.323 2.243 1.303
C -5.631 2.522 1.664
C -6.578 1.507 1.699
C -6.212 0.209 1.371
C -4.905 -0.077 1.011
H -3.581 3.030 1.273
H -5.913 3.535 1.918
H -7.599 1.728 1.980
H -6.947 -0.584 1.397
H -4.614 -1.087 0.754
```

Values from the calculation:
relative energy (zero: lowest compared OMol25 entry of this formula, charge and spin) = 76.2 kJ/mol
frontier orbital gap = 6.48 eV
LUMO level = -0.1398 hartree
total charge = +1

***

No. 2
Density functional theory data (the ωB97M-V functional and the def2-TZVPD basis) for a structure of composition C28H32AlCl3CsF2N4NaO12P.

The geometry in XYZ format:
```
85
C28H32AlCl3CsF2N4NaO12P, DFT the ωB97M-V functional and the def2-TZVPD basis
C -4.935 0.557 -0.941
C -4.031 -0.430 -0.196
C -2.746 0.222 0.430
N -2.815 1.697 0.237
C -2.273 2.458 1.282
C -2.741 2.388 2.599
C -2.166 3.160 3.616
C -1.133 4.051 3.343
C -0.690 4.118 2.048
F 0.337 4.973 1.785
C -1.231 3.369 1.006
C -0.663 3.555 -0.362
Cl -1.986 3.999 -1.624
C 0.229 2.360 -0.818
C -0.288 1.563 -2.036
C -2.675 3.027 5.021
O -2.732 3.979 5.752
C -3.137 1.647 5.384
C -2.930 1.039 6.763
O -2.289 1.881 7.709
N -1.176 1.185 8.280
O -0.168 1.542 7.833
C -3.728 0.944 4.414
C -3.890 1.496 3.040
O -4.833 1.236 2.337
H -5.366 1.338 -0.323
H -5.782 -0.006 -1.340
H -4.427 1.009 -1.808
H -4.603 -0.993 0.543
H -3.696 -1.153 -0.960
H -1.904 -0.164 -0.161
H -2.616 -0.023 1.480
H -2.320 1.876 -0.617
H -0.666 4.648 4.119
H -0.017 4.428 -0.293
H 0.440 1.723 0.041
H 1.201 2.774 -1.105
H -1.371 1.443 -2.068
H 0.129 0.552 -1.962
H 0.089 1.968 -2.974
H -3.874 0.635 7.149
H -2.257 0.182 6.608
H -4.093 -0.071 4.555
Al -3.109 6.060 -1.693
O -7.929 -0.218 -0.749
P -8.509 1.107 -0.266
O -9.320 0.855 1.000
O -9.421 1.692 -1.341
O -7.400 2.111 0.024
N 1.728 -0.563 -4.716
C 0.968 -1.416 -5.458
C 0.847 -2.586 -4.743
C 1.562 -2.413 -3.521
C 2.088 -1.154 -3.538
H 1.997 0.375 -4.983
H 0.583 -1.129 -6.421
H 0.308 -3.470 -5.062
H 1.680 -3.133 -2.725
H 2.691 -0.632 -2.815
N 4.228 -3.179 -2.152
C 5.214 -3.847 -2.752
C 6.104 -4.673 -2.083
C 5.969 -4.817 -0.709
C 4.952 -4.128 -0.063
C 4.116 -3.331 -0.827
H 5.286 -3.706 -3.827
H 6.883 -5.193 -2.624
H 6.642 -5.455 -0.147
H 4.816 -4.217 1.007
H 3.303 -2.778 -0.362
Na -0.983 -3.004 -3.164
C 7.895 -1.767 -0.549
Cl 8.700 -1.979 -2.113
Cl 8.869 -2.403 0.775
H 7.730 -0.709 -0.385
H 6.949 -2.298 -0.573
F -1.409 3.934 7.587
O 1.596 1.999 -6.357
H 1.832 1.494 -7.156
H 2.230 2.727 -6.345
Cs 4.029 2.720 -5.809
C 5.564 -6.770 1.945
O 6.669 -6.850 1.368
O 5.158 -5.725 2.557
O 4.715 -7.716 1.982
```

Values from the calculation:
frontier orbital gap = 1.16 eV
LUMO level = -0.0684 hartree
total charge = -1

***

No. 3
Density functional theory data (the ωB97M-V functional and the def2-TZVPD basis) for a structure of composition C28H32AsN5O6S2SnTe.

The geometry in XYZ format:
```
76
C28H32AsN5O6S2SnTe, DFT the ωB97M-V functional and the def2-TZVPD basis
Sn -3.092 0.588 0.063
C -2.326 2.025 -3.226
C -2.239 2.940 -2.084
C -2.481 4.302 -2.225
C -2.333 5.132 -1.177
C -1.801 4.620 0.018
C -1.557 3.245 0.153
N -1.906 2.443 -0.898
C -1.333 2.741 1.512
C -0.747 3.403 2.558
C -0.499 2.818 3.740
C -0.863 1.466 3.940
C -1.451 0.883 2.833
N -1.721 1.485 1.654
C -1.943 -0.505 3.015
C -1.286 -1.302 3.923
C -1.835 -2.555 4.237
C -2.927 -2.980 3.588
C -3.548 -2.098 2.635
C -4.764 -2.592 1.779
N -3.026 -0.933 2.336
H -3.119 1.310 -3.050
H -2.504 2.594 -4.143
H -1.465 1.421 -3.273
H -2.743 4.587 -3.252
H -2.545 6.185 -1.285
H -1.548 5.261 0.858
H -0.487 4.441 2.373
H 0.008 3.393 4.510
H -0.891 1.033 4.946
H -0.413 -0.908 4.434
H -1.443 -3.209 5.028
H -3.393 -3.958 3.832
H -4.991 -1.630 1.067
H -4.518 -3.590 1.210
H -5.624 -2.891 2.344
O -2.463 -3.156 -1.606
As -1.339 -2.478 -0.465
O -1.339 -3.243 0.955
O -1.749 -0.815 -0.610
C 0.293 -2.654 -1.487
C 0.243 -3.124 -2.795
C 1.424 -3.598 -3.386
C 2.608 -3.484 -2.672
C 2.664 -2.932 -1.414
C 1.507 -2.516 -0.778
S 1.732 -1.722 0.805
O 2.781 -0.635 0.268
O 2.443 -2.455 1.785
O 0.519 -1.074 1.171
H -3.134 -3.697 -1.144
H -0.705 -3.314 -3.368
H 1.429 -4.088 -4.325
H 3.496 -3.975 -2.946
H 3.594 -2.912 -0.884
S 1.496 2.110 0.044
C 1.503 1.317 -1.522
N 0.761 0.357 -1.996
C 1.365 -0.189 -3.192
C 2.237 0.981 -3.735
N 2.465 1.643 -2.429
H -0.079 0.011 -1.540
H 0.662 -0.484 -3.963
H 2.046 -0.969 -2.877
H 1.709 1.657 -4.465
H 3.152 0.609 -4.285
H 3.006 2.542 -2.414
C 5.070 -0.934 2.164
Te 3.577 0.655 1.639
C 4.929 1.584 0.340
H 5.131 -1.555 1.314
H 4.786 -1.358 3.168
H 6.037 -0.386 2.195
H 4.553 2.467 -0.201
H 5.203 0.737 -0.327
H 5.742 1.913 1.006
```

Values from the calculation:
relative energy (zero: lowest compared OMol25 entry of this formula, charge and spin) = 0.0 kJ/mol
frontier orbital gap = 7.14 eV
LUMO level = -0.2318 hartree
total charge = +2

***

No. 4
Density functional theory data (the ωB97M-V functional and the def2-TZVPD basis) for a structure of composition C28H32AuN5O6S5.

The geometry in XYZ format:
```
77
C28H32AuN5O6S5, DFT the ωB97M-V functional and the def2-TZVPD basis
Au -1.008 -1.452 -0.909
O 3.450 -4.747 0.572
S 2.957 -3.519 1.106
O 2.703 -3.434 2.536
N 1.604 -2.971 0.369
C 1.835 -1.948 -0.388
O 0.975 -1.209 -0.943
C 3.256 -1.518 -0.445
C 3.788 -0.487 -1.166
C 5.147 -0.288 -1.059
C 5.964 -1.003 -0.188
C 5.402 -2.041 0.591
C 4.028 -2.270 0.438
H 3.136 0.177 -1.732
H 5.632 0.515 -1.635
H 6.985 -0.718 -0.101
H 6.004 -2.497 1.339
C -2.577 3.773 3.758
C -1.991 2.425 3.454
C -2.564 1.580 2.526
C -2.007 0.361 2.183
C -0.789 0.019 2.773
C -0.136 0.855 3.643
C -0.741 2.084 3.979
S -0.040 -1.505 2.250
C -0.347 -2.407 3.780
O -1.037 -2.142 1.292
H -2.756 4.209 2.802
H -1.867 4.346 4.325
H -3.496 3.730 4.299
H -3.482 1.956 2.128
H -2.540 -0.321 1.481
H 0.853 0.553 4.053
H -0.237 2.775 4.648
H -1.448 -2.444 3.872
H 0.065 -1.873 4.638
H 0.136 -3.371 3.731
C -4.721 -0.036 -1.437
C -3.695 -1.051 -1.891
C -4.359 -2.188 -2.645
O -2.965 -1.571 -0.813
H -5.095 0.421 -2.344
H -4.202 0.706 -0.812
H -5.555 -0.488 -0.856
H -3.035 -0.480 -2.576
H -5.223 -2.611 -2.117
H -3.661 -3.014 -2.797
H -4.646 -1.786 -3.620
S -1.060 4.317 0.456
C -0.730 3.297 -0.745
S -1.463 1.806 -1.164
C -0.277 1.549 -2.509
N 0.507 2.652 -2.684
N 0.211 3.600 -1.726
C 0.962 4.801 -1.655
C 0.628 5.797 -2.583
C 1.242 7.006 -2.498
C 2.216 7.271 -1.541
C 2.488 6.332 -0.596
C 1.816 5.081 -0.606
S -0.119 0.122 -3.355
H -0.084 5.518 -3.377
H 0.994 7.784 -3.181
H 2.725 8.258 -1.610
H 3.193 6.548 0.164
H 2.043 4.363 0.189
C 1.197 -5.908 -1.750
N -0.120 -5.962 -1.099
C -1.001 -4.947 -1.331
N -2.041 -4.825 -0.462
O -0.879 -4.193 -2.294
H 1.496 -6.823 -2.282
H 1.995 -5.779 -0.988
H 1.189 -5.129 -2.452
H -0.239 -6.487 -0.259
H -1.991 -5.129 0.510
H -2.602 -4.015 -0.663
```

Values from the calculation:
relative energy (zero: lowest compared OMol25 entry of this formula, charge and spin) = 0.0 kJ/mol
2S+1 = 3
frontier orbital gap (spin up / spin down) = 8.41 / 5.73 eV
LUMO level (spin up / spin down) = -0.0045 / -0.1132 hartree

***

No. 5
Density functional theory data (the ωB97M-V functional and the def2-TZVPD basis) for a structure of composition C28H32BrFeN10O4P.

The geometry in XYZ format:
```
77
C28H32BrFeN10O4P, DFT the ωB97M-V functional and the def2-TZVPD basis
Fe -0.229 0.967 -0.237
C 1.042 6.185 0.609
N 0.762 4.955 -0.129
C 0.774 4.825 -1.489
C 0.445 3.528 -1.763
N 0.224 2.877 -0.582
C 0.423 3.752 0.392
P 0.323 3.339 2.157
C -1.279 2.455 2.058
N -1.527 1.481 1.189
C -2.803 1.054 1.419
C -3.331 1.780 2.448
N -2.362 2.661 2.841
C -2.481 3.618 3.941
C 1.317 1.824 2.081
N 1.198 0.866 1.171
C 2.033 -0.148 1.562
C 2.664 0.213 2.714
N 2.209 1.458 3.034
C 2.602 2.231 4.212
H 1.493 6.902 -0.070
H 0.123 6.608 1.009
H 1.736 5.987 1.421
H 1.017 5.650 -2.137
H 0.364 3.021 -2.708
H -3.267 0.274 0.837
H -4.298 1.744 2.920
H -3.533 3.740 4.182
H -1.954 3.255 4.821
H -2.075 4.581 3.643
H 2.124 -1.049 0.984
H 3.389 -0.303 3.320
H 3.475 1.764 4.657
H 2.854 3.248 3.926
H 1.797 2.247 4.945
C 2.123 0.167 -5.245
O 1.354 0.651 -4.130
C 1.447 0.112 -2.919
O 0.670 0.541 -2.074
N 2.380 -0.851 -2.758
N 2.513 -1.546 -1.554
H 1.779 0.736 -6.101
H 1.933 -0.892 -5.416
H 3.187 0.359 -5.099
H 3.054 -1.011 -3.489
H 3.364 -1.248 -1.086
H 2.597 -2.534 -1.767
C -2.482 1.753 -2.311
O -1.892 0.735 -1.489
C -2.194 -0.575 -1.781
C -3.090 -0.987 -2.753
C -3.321 -2.350 -2.907
Br -4.547 -2.909 -4.218
C -2.662 -3.288 -2.134
C -1.742 -2.861 -1.179
C -1.540 -1.503 -1.007
O -0.638 -1.009 -0.055
C -1.015 -3.862 -0.379
N -1.463 -5.053 -0.133
C -0.454 -5.678 0.592
C -0.403 -6.971 1.113
C 0.743 -7.347 1.780
C 1.825 -6.463 1.939
C 1.788 -5.178 1.437
C 0.626 -4.808 0.765
N 0.234 -3.626 0.156
H -3.567 1.709 -2.234
H -2.162 1.632 -3.345
H -2.127 2.699 -1.918
H -3.613 -0.284 -3.383
H -2.834 -4.348 -2.254
H -0.851 -1.369 0.819
H -1.236 -7.648 0.985
H 0.818 -8.344 2.192
H 2.707 -6.800 2.466
H 2.624 -4.501 1.565
H 0.819 -2.838 -0.069
```

Values from the calculation:
relative energy (zero: lowest compared OMol25 entry of this formula, charge and spin) = 111.3 kJ/mol
frontier orbital gap = 7.66 eV
LUMO level = -0.1740 hartree
total charge = +2

***

No. 6
Density functional theory data (the ωB97M-V functional and the def2-TZVPD basis) for a structure of composition C28H32BrN3O7Pt.

The geometry in XYZ format:
```
72
C28H32BrN3O7Pt, DFT the ωB97M-V functional and the def2-TZVPD basis
Pt -1.123 -0.675 -2.947
C 4.640 2.267 1.869
C 3.277 2.908 1.476
C 2.534 3.360 2.763
C 3.525 4.126 0.586
C 2.466 1.842 0.835
C 2.017 1.991 -0.541
C 1.272 1.037 -1.104
Br 0.730 1.214 -2.890
C 0.852 -0.195 -0.316
O 0.087 -0.995 -0.790
C 1.386 -0.346 1.101
C 2.145 0.678 1.574
C 1.085 -1.546 1.968
C 2.449 -2.193 2.318
C 0.186 -2.630 1.364
C 0.416 -1.033 3.264
H 5.235 3.050 2.338
H 5.179 1.905 0.994
H 4.532 1.451 2.581
H 3.142 4.134 3.228
H 2.408 2.555 3.485
H 1.558 3.780 2.519
H 4.117 4.848 1.144
H 2.591 4.615 0.303
H 4.092 3.875 -0.312
H 2.292 2.881 -1.088
H 2.526 0.614 2.582
H 2.960 -2.551 1.423
H 2.259 -3.047 2.966
H 3.112 -1.510 2.849
H 0.619 -3.087 0.475
H -0.810 -2.262 1.121
H 0.076 -3.409 2.117
H 1.039 -0.328 3.814
H 0.234 -1.890 3.912
H -0.544 -0.559 3.053
O 0.107 4.338 1.597
C -1.283 4.196 1.836
N -1.757 3.378 0.738
C -3.000 2.830 0.760
O -3.765 2.943 1.691
C -3.340 1.953 -0.416
C -4.666 1.747 -0.786
C -4.939 0.888 -1.833
C -3.895 0.229 -2.461
N -2.619 0.411 -2.092
C -2.359 1.265 -1.090
H 0.397 5.172 1.981
H -1.789 5.164 1.850
H -1.486 3.680 2.776
H -1.257 3.490 -0.129
H -5.453 2.251 -0.239
H -5.952 0.700 -2.157
H -4.072 -0.476 -3.262
H -1.324 1.368 -0.802
O 1.882 -3.199 -3.859
C 0.732 -2.915 -3.676
O 0.348 -1.629 -3.787
C -0.317 -3.935 -3.370
C -0.085 -5.298 -3.556
C -1.079 -6.218 -3.262
C -2.313 -5.812 -2.762
C -2.527 -4.462 -2.568
C -1.542 -3.552 -2.874
N -3.802 -3.969 -2.027
O -3.921 -2.753 -1.919
O -4.652 -4.773 -1.754
H 0.876 -5.616 -3.938
H -0.898 -7.271 -3.424
H -3.093 -6.522 -2.527
H -1.718 -2.482 -2.693
```

Values from the calculation:
frontier orbital gap = 5.17 eV
LUMO level = -0.3563 hartree
total charge = +2